Here is a molecular structure, C20H32Cl9NO9Zr in a non-equilibrium geometry from the Open Molecules 2025 dataset. Energies are from wB97M-V/def2-TZVPD.

## Properties
E = -155141.4546 eV
HOMO-LUMO gap = 0.1950 Eh
Total charge = +2

Positions of all 72 atoms, in Å:
Zr  -1.675814  -1.815217  1.944873
C  -3.368750  -0.686646  -2.504930
C  -3.083228  -2.196393  -2.278643
C  -2.986840  -3.005853  -3.616098
C  -1.636176  -2.786684  -4.338674
C  -0.447889  -2.958119  -3.385193
C  -0.533783  -2.180692  -2.063478
N  -1.849746  -2.379141  -1.460029
O  -1.916103  -1.720322  -0.212265
C  -0.151387  -0.693110  -2.330794
C  0.597076  -2.767110  -1.187318
C  -4.278754  -2.832722  -1.523946
H  -2.547308  -0.121344  -2.935654
H  -3.863852  -0.160671  -1.691971
H  -4.073608  -0.690434  -3.342459
H  -3.813524  -2.740967  -4.274030
H  -3.082538  -4.087656  -3.499253
H  -1.599356  -1.723917  -4.606224
H  -1.627872  -3.308546  -5.292964
H  0.539550  -2.750442  -3.789636
H  -0.507091  -4.006186  -3.070365
H  -0.527033  -0.359067  -3.299182
H  0.880810  -0.337454  -2.320230
H  -0.597041  -0.001074  -1.609820
H  0.308068  -3.745942  -0.796206
H  0.901106  -2.111086  -0.369632
H  1.491357  -2.954029  -1.780299
H  -4.630661  -2.227038  -0.686064
H  -3.944350  -3.821285  -1.218192
H  -5.115167  -2.761657  -2.218699
C  1.778141  0.613831  2.054795
C  0.523897  -0.212306  2.073192
O  -0.650968  0.226894  1.995378
O  0.460687  -1.489110  2.316436
H  1.702023  1.245348  2.943005
H  1.752441  1.251655  1.170298
H  2.731190  0.093060  2.084443
C  4.287612  0.145585  4.918317
Cl  4.626060  1.006602  3.407876
Cl  4.490517  -1.584352  4.582900
Cl  2.635676  0.508559  5.469455
H  4.898783  0.601919  5.689454
C  5.177517  -1.472002  -0.629520
Cl  3.444760  -1.102239  -0.819496
Cl  5.789390  -0.826758  0.900350
Cl  6.191545  -0.966259  -1.993158
H  5.388289  -2.531575  -0.532617
C  0.819317  4.324806  3.415687
Cl  1.252210  3.751986  4.990340
Cl  0.884472  6.087966  3.428178
Cl  -0.903120  3.861961  3.134208
H  1.472177  3.746163  2.767740
C  3.829013  2.549609  -1.685143
C  5.220410  2.574046  -1.043724
O  4.830317  2.607612  0.327839
C  3.598635  3.092694  0.470863
O  3.050532  3.339173  1.519024
O  3.042177  3.216865  -0.719251
H  3.528795  1.508485  -1.812819
H  3.768289  2.995950  -2.675446
H  5.897320  3.349318  -1.396154
H  5.639016  1.587312  -1.251172
C  -5.764540  1.997817  2.483991
C  -4.541025  2.930293  2.719604
O  -3.466069  2.002796  2.527657
C  -3.920769  0.860136  2.148341
O  -3.212992  -0.127992  1.933127
O  -5.197872  0.848947  1.856696
H  -6.515563  2.552403  1.924394
H  -6.269918  1.705647  3.404805
H  -4.620240  3.364650  3.712279
H  -4.508200  3.693331  1.945183

Forces on the atoms, in the same order (eV/Å):
1.6 5.5 -5.5
-0.5 -0.7 -1.6
-0.9 0.4 0.6
1.6 0.0 -0.1
-0.3 2.2 0.4
-1.3 -1.6 0.3
2.1 0.9 -0.5
0.3 0.4 1.1
0.3 -1.7 3.4
-1.0 1.2 -0.1
-0.6 -0.3 0.3
0.6 1.1 -0.2
0.2 0.0 0.5
0.3 -0.2 0.3
-0.3 0.2 0.2
0.0 0.3 0.2
-0.1 0.0 0.7
-0.2 0.0 -0.4
0.4 -0.4 0.3
-0.2 0.0 -0.3
0.5 -0.2 -0.1
0.0 -0.1 0.0
0.4 -1.1 0.0
-0.3 -0.3 0.2
-0.1 0.0 0.1
-0.2 0.0 0.0
-0.1 0.2 -0.1
0.4 -0.1 0.3
-0.7 -0.2 -0.1
0.0 -0.8 0.0
-1.0 -0.3 -0.4
-0.2 -0.7 0.9
-1.1 0.6 -0.6
-0.4 -2.2 -0.3
0.0 0.2 -0.1
-0.2 0.1 0.1
-0.4 -0.5 0.0
-0.5 0.3 -0.6
0.3 0.4 0.4
0.1 0.4 0.6
-0.1 -0.2 0.0
0.5 -0.7 0.0
1.0 -0.3 0.4
0.6 -0.2 -0.1
-0.2 0.3 -0.2
-0.5 0.2 0.1
-0.8 -0.1 -0.2
-0.9 0.2 0.6
0.4 -0.4 1.1
0.4 -0.4 -0.6
0.3 -0.2 -0.4
-0.2 1.0 -0.7
1.0 -0.2 -0.9
-0.9 -1.4 -1.0
1.2 0.3 1.1
0.0 0.1 0.8
0.6 -0.3 -0.8
-1.6 0.4 -0.8
-0.4 0.0 0.3
-0.1 0.5 0.3
-0.1 0.3 0.6
0.5 0.3 0.3
-0.6 1.8 0.9
-1.9 -0.4 -0.6
1.1 0.0 1.0
-0.2 0.0 -1.2
0.7 -2.0 0.6
-0.1 -0.4 0.2
0.1 -0.7 -0.7
0.3 -0.3 0.1
0.8 -0.1 0.0
0.4 0.0 0.1

Here is a molecular structure, C19H38InN2O5 in a non-equilibrium geometry from the Open Molecules 2025 dataset. Energies are from wB97M-V/def2-TZVPD.

## Properties
Energy relative to the best compared isomer or geometry (same formula, charge and spin) = 0.0 kcal/mol
E = -38698.1108 eV
HOMO-LUMO gap = 0.1068 Eh
Total charge = +1

Positions of all 65 atoms, in Å:
In  -1.488167  4.268551  0.992496
C  -0.348802  1.095909  0.997930
O  0.244021  0.025159  1.249040
O  -1.227653  1.477354  1.823628
O  -0.001339  1.905200  0.105482
C  5.016930  -2.008400  2.133376
C  3.975448  -2.763231  1.273319
C  4.555251  -4.093184  0.762560
C  4.365632  -5.296438  1.695198
C  2.919546  -5.383551  2.198378
C  2.469570  -4.117277  2.914097
N  2.722615  -3.003835  1.999269
O  2.080646  -1.865993  2.371952
C  0.956124  -4.176157  3.140828
C  3.213276  -3.932001  4.246822
C  3.615743  -1.929784  0.030452
H  5.648618  -1.392987  1.493840
H  5.658094  -2.725394  2.641093
H  4.500445  -1.339466  2.819875
H  4.210417  -4.318176  -0.246366
H  5.641510  -3.973601  0.717304
H  4.984256  -5.120308  2.581234
H  4.663115  -6.230182  1.227714
H  2.921933  -6.173379  2.953302
H  2.260423  -5.664343  1.375669
H  0.471776  -4.263758  2.167128
H  0.715776  -5.084890  3.695331
H  0.583393  -3.329123  3.706943
H  4.169268  -3.440309  4.070664
H  2.675342  -3.328356  4.975400
H  3.468870  -4.883891  4.714098
H  4.488470  -1.691450  -0.571720
H  3.136908  -0.989977  0.315764
H  2.906784  -2.483419  -0.588202
H  1.643090  -1.532280  1.562563
C  -5.424301  3.030187  -2.250402
C  -4.193477  2.963221  -1.341474
C  -3.507754  1.588926  -1.531039
C  -2.708683  1.433633  -2.823767
C  -1.673243  2.535071  -2.915693
C  -2.336350  3.949023  -2.844936
N  -3.112548  3.916315  -1.607648
O  -3.469909  5.241913  -1.187374
C  -1.144248  4.902109  -2.702484
C  -3.067057  4.156995  -4.162829
C  -4.650600  2.993278  0.115950
H  -6.005926  2.113747  -2.216629
H  -6.074971  3.856739  -1.925234
H  -5.242609  3.339812  -3.275420
H  -2.781060  1.506657  -0.711296
H  -4.185214  0.738315  -1.447795
H  -2.267204  0.434509  -2.860648
H  -3.369014  1.431498  -3.697534
H  -1.062540  2.500557  -3.823254
H  -0.932248  2.434291  -2.118013
H  -1.443932  5.937325  -2.552984
H  -0.542558  4.806638  -3.605646
H  -0.489699  4.571479  -1.890968
H  -3.741327  5.023215  -4.121228
H  -3.664856  3.307912  -4.475467
H  -2.373074  4.377802  -4.973316
H  -3.840574  2.750441  0.803463
H  -5.048190  3.982544  0.352281
H  -5.490650  2.303550  0.161301
H  -3.973515  5.635263  -1.916379

Forces on the atoms, in the same order (eV/Å):
-0.2 -0.3 -0.5
0.5 1.5 0.8
-0.1 -0.7 -0.1
-0.2 -0.4 -0.3
-0.1 -0.4 -0.3
-0.3 0.0 0.0
0.2 -0.2 -1.0
0.7 -0.7 0.4
-0.7 1.0 0.5
1.0 -0.6 0.1
-0.6 0.0 -0.1
0.2 0.2 0.2
-0.2 -0.2 -0.3
0.1 -0.5 -0.1
0.8 0.2 0.2
-0.6 0.2 0.2
0.0 -0.1 -0.1
0.0 0.1 0.3
0.2 -0.1 0.2
-0.2 0.0 0.0
-0.1 0.3 -0.4
0.2 -0.3 -0.1
0.1 0.0 -0.1
-0.4 -0.1 -0.2
-0.2 0.2 0.1
-0.2 0.2 0.1
0.1 0.0 0.0
0.0 0.1 -0.1
0.0 0.0 0.1
-0.2 0.0 -0.2
-0.3 -0.1 -0.1
0.1 -0.1 0.1
0.2 0.1 -0.1
0.0 0.0 0.0
-0.1 0.5 0.2
-0.5 1.6 0.1
0.3 -1.7 -0.8
0.8 -0.2 -0.1
-0.3 -0.2 -0.3
0.1 0.2 -0.2
1.5 -1.8 -0.2
0.3 1.1 1.5
-0.2 -0.2 -0.4
-0.4 0.0 0.0
-0.7 1.0 -0.1
-0.3 1.0 -0.8
0.0 -0.1 0.0
-0.1 -0.3 0.3
0.3 -0.6 -0.1
-0.1 -0.2 0.0
-0.3 0.3 0.2
0.2 0.1 0.2
-0.1 0.2 0.1
-0.3 -0.1 -0.2
-0.3 0.0 0.2
0.1 0.0 -0.1
0.0 0.2 -0.1
-0.1 0.1 0.2
0.0 0.0 0.0
0.1 -0.1 0.1
0.2 -0.1 0.1
-0.1 -0.3 0.1
0.0 0.0 0.1
0.2 -0.2 0.5
-0.1 0.1 0.1

Here is a single C35H45F2IO7S molecule in a non-equilibrium geometry from the Open Molecules 2025 dataset. Energies are from wB97M-V/def2-TZVPD.

## Properties
E = -75727.7568 eV
HOMO-LUMO gap = 0.3059 Eh

Positions of all 91 atoms, in Å:
C  3.105551  -3.657574  1.936145
C  1.984395  -4.546662  1.382749
C  0.936327  -3.710765  0.606474
C  1.420943  -3.397966  -0.842080
C  1.756077  -1.888449  -0.989855
C  2.254770  -1.652466  -2.427797
C  3.052695  -0.327619  -2.669298
C  3.285100  0.511522  -1.437438
C  4.565974  0.544918  -0.902366
C  5.727531  -0.251302  -1.461304
C  6.799332  -0.670309  -0.422906
C  8.209064  -0.056970  -0.695055
C  8.766038  0.660564  0.529244
O  9.021997  -0.333053  1.527148
C  4.790736  1.342081  0.191356
C  3.807810  2.084575  0.764125
S  4.324177  3.076403  2.159739
O  5.680297  2.744121  2.427921
O  3.457390  2.934421  3.267245
F  4.327188  4.529298  1.595733
C  2.518895  2.043710  0.282055
C  2.282809  1.247739  -0.821353
C  0.871449  1.202020  -1.352757
O  0.592591  0.837040  -2.482865
C  -0.253788  1.595860  -0.443079
C  -1.533346  1.189532  -0.679471
C  -2.597031  1.554187  0.100854
C  -4.021648  1.114496  -0.164320
C  -4.388115  0.910935  -1.650809
C  -5.300710  -0.310694  -1.885418
C  -6.575511  -0.319389  -1.013852
C  -7.778213  0.231100  -1.797632
O  -8.466607  -0.839528  -2.477516
C  -9.841026  -0.651328  -2.321827
C  -10.500523  -1.548582  -1.298061
O  -10.414462  0.201342  -2.960695
C  -2.352706  2.387594  1.198721
C  -3.440018  2.891922  2.114533
C  -4.066540  1.811665  3.021540
C  -3.109401  1.302343  4.096236
I  -4.244120  0.083347  5.477609
C  -1.053654  2.768165  1.442778
F  -0.856181  3.556567  2.506681
C  -0.003364  2.390853  0.654020
C  1.409474  2.833271  0.910638
O  1.610660  3.830125  1.584929
H  3.767470  -3.357873  1.114686
H  2.721717  -2.768836  2.441416
H  3.727052  -4.223809  2.635661
H  2.384621  -5.304462  0.704920
H  1.447261  -5.011362  2.216185
H  0.865310  -2.745489  1.120722
H  -0.037756  -4.201883  0.564208
H  0.744394  -3.746604  -1.625906
H  2.376308  -3.925503  -0.971219
H  2.499272  -1.679422  -0.217337
H  0.804339  -1.372747  -0.831452
H  1.361481  -1.598417  -3.058110
H  2.814235  -2.525760  -2.773620
H  2.506119  0.283543  -3.387359
H  3.979081  -0.591271  -3.175697
H  6.195588  0.245955  -2.317602
H  5.310842  -1.176171  -1.869416
H  6.520025  -0.481199  0.614576
H  6.928306  -1.751435  -0.509232
H  8.163409  0.574294  -1.586767
H  8.896697  -0.877831  -0.925558
H  7.985669  1.335309  0.905764
H  9.689875  1.194324  0.284089
H  8.879905  0.091150  2.378094
H  5.787656  1.405359  0.604288
H  -1.715194  0.552882  -1.539645
H  -4.157370  0.140911  0.329446
H  -4.751838  1.787055  0.281828
H  -4.849272  1.808895  -2.075770
H  -3.488137  0.717912  -2.238230
H  -4.693400  -1.210365  -1.739189
H  -5.619564  -0.321386  -2.933004
H  -6.816990  -1.352137  -0.741510
H  -6.456480  0.225228  -0.073548
H  -8.443549  0.754109  -1.102768
H  -7.418539  0.946239  -2.544782
H  -11.532064  -1.718355  -1.596155
H  -10.438492  -1.055742  -0.323478
H  -9.928579  -2.474106  -1.214502
H  -4.248167  3.311375  1.505075
H  -3.098486  3.706460  2.754040
H  -4.506888  1.009180  2.427308
H  -4.905148  2.286310  3.543875
H  -2.721147  2.129030  4.687949
H  -2.291879  0.717581  3.677010

Forces on the atoms, in the same order (eV/Å):
0.3 -0.6 -0.4
-0.9 0.7 0.2
0.7 0.0 -0.8
0.7 0.4 0.9
-0.4 -1.6 -1.0
-0.5 0.8 0.2
-0.4 -0.3 -0.5
0.7 -0.6 -0.9
0.4 -0.1 -0.2
-0.3 -0.8 0.4
0.8 -0.1 -0.7
-0.3 -0.5 0.3
-0.4 -0.3 -0.3
-0.1 0.2 -0.1
1.2 0.1 0.2
-0.1 1.4 0.9
0.4 -1.3 0.9
0.7 0.3 -0.6
-0.7 0.5 0.0
-0.2 -0.2 0.0
-0.6 0.3 0.4
-1.4 -0.1 -0.5
-0.6 -0.3 -0.6
0.2 0.2 0.6
0.9 0.0 0.2
-0.6 -1.1 -1.5
-0.9 0.8 0.8
0.1 -0.7 -0.8
0.0 -0.4 -0.2
0.0 0.3 0.3
-0.1 -0.5 -0.6
0.8 0.2 0.4
-0.8 0.2 0.9
-0.2 0.9 -1.0
0.6 0.0 -0.4
0.5 -1.0 0.8
-0.4 0.1 0.2
-0.4 -0.2 0.1
-0.2 0.5 0.3
-0.5 0.0 -0.3
0.4 0.1 -0.2
-0.4 0.5 0.7
0.3 0.0 0.1
1.9 0.0 0.0
-0.8 1.2 0.6
0.3 -0.9 -0.9
-0.1 0.2 0.2
0.0 -0.1 0.0
0.0 0.1 0.0
0.0 -0.2 0.3
0.3 -0.2 -0.1
-0.5 -0.2 0.1
0.1 0.1 0.3
-0.1 0.1 0.1
-0.2 -0.1 -0.3
-0.1 0.4 -0.1
0.4 0.4 0.3
0.1 -0.1 0.0
0.2 0.2 0.1
0.0 -0.1 0.1
0.1 0.2 0.3
-0.1 0.2 0.1
0.0 0.1 0.0
-0.2 0.0 -0.1
-0.2 0.1 0.2
0.2 0.2 0.2
0.0 0.2 -0.1
0.4 0.3 -0.1
-0.2 0.1 0.1
0.1 -0.2 0.1
-0.1 0.1 0.0
0.2 0.1 0.0
0.0 0.1 0.1
0.2 0.0 0.1
0.1 0.0 0.2
-0.1 0.2 0.0
-0.2 0.0 0.1
0.1 -0.1 0.1
0.0 0.1 0.1
0.1 0.1 -0.2
-0.2 -0.1 -0.2
-0.2 0.1 0.1
0.0 0.0 0.2
-0.2 0.0 -0.1
-0.2 0.0 -0.1
0.1 0.0 0.0
0.2 -0.1 -0.2
0.2 -0.1 0.1
0.0 0.0 -0.1
0.1 -0.1 0.0
-0.1 -0.1 0.2

In eV, the LUMO energy values for the records above are, in order, -8.9 -7.9 -1.2.